[1]
{
  "formula": "C5H10N3",
  "method": "wB97M-V/def2-TZVPD",
  "elements": ["C", "C", "C", "C", "C", "N", "N", "N", "H", "H", "H", "H", "H", "H", "H", "H", "H", "H"],
  "positions_angstrom": [[0.276960, 1.718518, 0.191383], [2.341408, 0.298334, -0.646530], [-0.266054, -1.002941, 0.014704], [-1.873070, 0.864350, -0.202936], [1.051665, 0.433268, 0.117725], [-0.940040, 1.810266, -0.036281], [2.300644, 0.277511, 0.804947], [-1.523065, -0.526965, 0.514999], [0.825748, 2.565948, 0.529270], [2.599761, -0.575527, -1.210380], [2.683166, 1.221915, -1.196041], [-0.299434, -1.276186, -1.031980], [0.066775, -1.778275, 0.641832], [-2.854349, 1.036257, 0.248477], [-1.851598, 0.706811, -1.242194], [2.334448, -0.692620, 1.061015], [-2.416724, -1.125145, 0.292717], [-1.566209, -0.135478, 1.398136]],
  "forces_ev_per_a": [[6.71, -0.86, 1.66], [-0.58, 1.24, -1.52], [3.32, 2.55, -0.02], [-1.36, -0.51, 0.58], [-2.41, -1.72, -1.77], [-5.06, 0.72, -0.39], [-0.39, 0.41, 0.28], [-2.93, 0.47, -3.66], [0.40, 0.52, 0.78], [-0.07, -0.64, 0.06], [-0.20, -0.88, 1.14], [-0.32, -0.01, 0.00], [0.72, -1.02, 0.58], [-0.10, 0.72, -0.62], [-0.88, -1.26, -1.63], [0.45, -0.43, 0.69], [2.28, 0.95, 0.79], [0.41, -0.26, 3.06]],
  "gap_ev": [6.250, 6.678],
  "spin_multiplicity": 3,
  "homo_energy_ev": [-9.9, -13.6],
  "s_squared": 2.006,
  "total_charge": 1
}


[2]
{
  "formula": "C12H17O2P",
  "method": "wB97M-V/def2-TZVPD",
  "elements": ["C", "C", "C", "C", "C", "C", "C", "C", "C", "C", "C", "C", "O", "O", "P", "H", "H", "H", "H", "H", "H", "H", "H", "H", "H", "H", "H", "H", "H", "H", "H", "H"],
  "positions_angstrom": [[3.423099, -0.117579, 1.334104], [4.024775, 1.088423, 1.088337], [2.131940, -0.388075, 0.854134], [1.834194, 1.910120, 0.235716], [3.166629, 2.136725, 0.591242], [1.342971, 0.658164, 0.291716], [-1.114177, -0.576049, 0.540395], [-2.472786, -1.158821, 0.400432], [-1.048247, -0.499467, 2.027755], [-2.562556, -0.845396, 1.913220], [0.053994, -1.154536, -2.683092], [-0.642371, 0.158236, -2.158131], [3.651239, 3.321879, 0.481729], [-0.633447, 3.413266, -0.910019], [-0.385972, 0.597301, -0.419433], [4.187144, -0.857236, 1.380941], [5.020054, 1.173204, 1.426810], [1.622498, -1.320383, 1.000623], [1.146293, 2.828660, 0.066258], [-3.050751, -0.680356, -0.318315], [-2.478730, -2.239453, 0.248214], [-0.598149, -1.389839, 2.418383], [-0.747880, 0.388023, 2.535649], [-3.111840, 0.012129, 1.893447], [-3.110729, -1.487952, 2.746304], [0.824315, -1.443708, -1.921029], [-0.714595, -2.042603, -2.681874], [0.327157, -1.020385, -3.675724], [-1.805121, 0.013717, -2.173792], [-0.405155, 0.890051, -2.883610], [3.110548, 3.993224, -0.020576], [-1.347642, 3.711387, -0.228500]],
  "forces_ev_per_a": [[-0.49, -0.36, -2.40], [-2.89, 1.80, -0.30], [-1.15, 0.69, -0.05], [0.46, 2.92, 0.35], [-0.06, -2.85, 0.65], [-0.72, -1.33, -0.05], [1.21, 1.35, -1.61], [1.70, -2.30, 2.01], [-1.80, -1.90, -0.38], [-1.41, -1.45, 2.14], [-2.41, -1.67, 3.53], [-1.87, -2.03, -0.27], [1.46, 4.36, -0.77], [-1.55, -0.57, 2.02], [1.05, 0.18, 0.58], [-0.17, -1.31, 1.20], [1.02, 0.80, -0.14], [0.28, -0.61, -0.14], [1.01, -1.59, -0.41], [-1.56, 0.80, -0.89], [0.17, -0.05, -0.39], [0.84, -0.35, 0.44], [0.30, 0.56, 0.21], [-1.44, 2.78, 0.57], [1.36, 0.70, -2.01], [-0.15, 0.14, -1.34], [1.38, 1.62, 0.09], [1.14, 0.15, -1.55], [1.98, 0.45, -0.08], [0.07, 1.43, -0.07], [0.43, -1.45, 0.81], [1.83, -0.89, -1.76]],
  "gap_ev": [7.826, 6.265],
  "homo_energy_ev": [-8.3, -7.1],
  "total_charge": 0
}


Which energy relative to the best compared isomer or geometry (same formula, charge and spin) belongs to each record? In order, 480.9 459.5 kJ/mol.